Computed, not measured: a structure of composition C22H24MnNO3S2 in a non-equilibrium geometry, with ωB97M-V/def2-TZVPD.

Last column: Löwdin charge in e.
Element x y z (Å)
Mn 0.63 -0.36 -0.48  0.41
C -0.34 -1.56 -2.04  -0.16
C -0.46 -0.23 -2.56  -0.15
C 0.84 0.31 -2.71  -0.13
H -1.38 0.25 -2.88  0.10
C 1.79 -0.65 -2.21  -0.16
C 1.05 -1.85 -1.84  -0.16
H 1.46 -2.81 -1.57  0.13
H -1.14 -2.28 -1.95  0.10
H 1.09 1.21 -3.26  0.10
H 2.87 -0.54 -2.26  0.11
C 0.52 -0.47 1.80  -0.16
C 1.07 -1.63 1.16  -0.13
C 2.27 -1.22 0.47  -0.16
H 0.74 -2.65 1.31  0.10
C 2.40 0.20 0.61  -0.15
C 1.30 0.66 1.41  -0.14
H 1.14 1.68 1.76  0.11
H -0.29 -0.46 2.52  0.11
H 3.01 -1.89 0.03  0.12
H 3.25 0.80 0.30  0.09
O 0.95 2.31 -0.88  -0.18
C 2.34 3.32 -1.15  -0.39
C 1.38 4.27 -1.85  -0.10
C 3.34 2.59 -2.00  -0.03
C 2.85 3.79 0.19  -0.03
C 0.20 3.35 -1.51  -0.22
H 1.56 4.36 -2.92  0.11
H 1.31 5.25 -1.37  0.11
H -0.50 3.80 -0.80  0.12
H -0.33 2.98 -2.39  0.11
H 4.21 3.23 -2.21  0.10
H 2.90 2.29 -2.95  0.08
H 3.70 1.70 -1.48  0.07
H 3.45 4.71 0.09  0.09
H 3.47 3.02 0.66  0.08
H 2.00 4.01 0.85  0.10
O -0.93 -4.54 1.63  -0.36
S -2.00 -4.00 0.81  0.62
O -2.59 -4.84 -0.20  -0.35
N -1.53 -2.52 0.19  -0.19
C -2.24 -1.49 0.63  -0.79
S -1.78 0.09 0.17  0.66
C -3.26 -1.86 1.61  -0.26
C -4.09 -1.06 2.40  -0.07
C -4.91 -1.66 3.36  -0.13
C -4.89 -3.06 3.54  -0.15
C -4.03 -3.86 2.77  -0.08
C -3.23 -3.24 1.82  -0.27
H -4.08 0.02 2.24  0.09
H -5.58 -1.05 3.97  0.08
H -5.53 -3.52 4.29  0.07
H -3.97 -4.94 2.89  0.10

Its multiplicity is 4. The value obtained for the energy is -3080.41435 a.u. Its HOMO-LUMO gap (alpha / beta) is 2.966 / 5.989 eV. Its total charge is -1. The molecular weight is 469.51 g/mol.